1.
{"formula": "C15H18BKN12S", "method": "ωB97M-V/def2-TZVPD", "elements": ["K", "C", "C", "N", "N", "C", "B", "N", "C", "C", "C", "N", "N", "C", "C", "C", "N", "N", "C", "C", "C", "N", "H", "H", "H", "H", "H", "H", "H", "H", "H", "H", "H", "H", "C", "C", "N", "N", "C", "S", "N", "N", "H", "H", "H", "H", "H", "H"], "xyz": [[-0.511, -2.743, -0.448], [-3.116, 0.364, -0.125], [-3.285, -0.908, 0.500], [-2.197, -1.280, 1.128], [-1.299, -0.260, 0.973], [-1.805, 0.713, 0.223], [0.187, -0.264, 1.592], [0.415, -1.432, 2.510], [0.929, -1.323, 3.759], [1.131, -2.587, 4.249], [0.718, -3.424, 3.205], [0.297, -2.735, 2.162], [1.195, -0.227, 0.394], [1.646, 0.877, -0.237], [2.647, 0.500, -1.110], [2.751, -0.889, -0.921], [1.871, -1.325, -0.032], [0.284, 1.049, 2.350], [-0.655, 1.563, 3.186], [-0.073, 2.574, 3.908], [1.255, 2.603, 3.440], [1.469, 1.685, 2.520], [-3.864, 0.971, -0.603], [-4.166, -1.531, 0.499], [-1.255, 1.621, 0.034], [1.125, -0.366, 4.210], [1.521, -2.862, 5.212], [0.708, -4.502, 3.169], [1.297, 1.859, 0.031], [3.266, 1.141, -1.713], [3.430, -1.588, -1.384], [-1.654, 1.159, 3.225], [-0.530, 3.197, 4.655], [2.060, 3.256, 3.738], [1.041, 1.222, -4.794], [-0.324, 0.880, -4.348], [-1.422, 1.470, -4.724], [-2.405, 0.825, -4.056], [-1.956, -0.154, -3.273], [-2.848, -1.201, -2.276], [-0.618, -0.126, -3.462], [0.246, -0.996, -2.803], [0.996, 2.094, -5.440], [1.485, 0.398, -5.355], [1.678, 1.442, -3.936], [-3.370, 1.086, -4.191], [0.887, -1.379, -3.493], [0.816, -0.448, -2.150]], "lowdin_charge": [0.76, -0.11, -0.22, 0.04, 0.00, -0.07, -0.69, -0.01, -0.05, -0.04, -0.15, -0.02, -0.01, -0.10, -0.08, -0.17, 0.02, -0.05, -0.09, -0.05, -0.15, 0.07, 0.10, 0.12, 0.14, 0.12, 0.10, 0.11, 0.12, 0.10, 0.11, 0.13, 0.10, 0.11, 0.02, -0.29, 0.16, 0.06, -0.67, 0.86, -0.07, 0.12, 0.10, 0.10, 0.08, 0.17, 0.12, 0.05], "gap_ev": [8.50, 4.91], "largest_force_ev_per_a": 0.51, "e_tot_ev": -61560.5138, "molar_mass_g_mol": 448.37, "charge": 1, "multiplicity": 2, "e_homo_ev": [-11.17, -11.17]}

2.
{"formula": "C15H18BN9ORh", "method": "ωB97M-V/def2-TZVPD", "elements": ["Rh", "C", "C", "N", "N", "C", "B", "N", "C", "C", "C", "N", "N", "C", "C", "C", "N", "N", "C", "C", "C", "N", "H", "H", "H", "H", "H", "H", "H", "H", "H", "H", "H", "H", "N", "C", "O", "C", "C", "H", "H", "H", "H", "H", "H"], "xyz": [[-0.308, -0.179, -0.077], [-0.228, 3.987, 0.330], [-0.271, 2.712, 0.869], [-0.253, 1.821, -0.126], [-0.189, 2.482, -1.308], [-0.174, 3.797, -1.038], [-0.096, 1.615, -2.604], [1.123, 0.655, -2.372], [2.268, 0.526, -3.049], [3.048, -0.445, -2.436], [2.302, -0.883, -1.359], [1.135, -0.220, -1.348], [-1.344, 0.684, -2.607], [-2.361, 0.568, -3.465], [-3.229, -0.413, -2.999], [-2.665, -0.865, -1.821], [-1.516, -0.198, -1.604], [0.036, 2.317, -3.907], [0.081, 3.608, -4.358], [0.202, 3.577, -5.715], [0.216, 2.204, -6.040], [0.122, 1.450, -4.967], [-0.237, 4.924, 0.859], [-0.311, 2.386, 1.894], [-0.130, 4.532, -1.818], [2.441, 1.118, -3.931], [4.020, -0.791, -2.741], [2.531, -1.629, -0.618], [-2.395, 1.176, -4.353], [-4.139, -0.754, -3.460], [-3.011, -1.627, -1.142], [0.026, 4.463, -3.711], [0.267, 4.420, -6.380], [0.296, 1.744, -7.012], [1.222, -1.178, 3.651], [0.871, -1.186, 2.388], [0.588, -0.112, 1.786], [0.820, -2.464, 1.600], [-0.233, -2.363, 0.540], [1.298, -0.302, 4.150], [1.442, -2.028, 4.148], [0.641, -3.334, 2.241], [1.811, -2.600, 1.161], [-1.270, -2.369, 0.876], [-0.050, -2.865, -0.406]], "lowdin_charge": [1.26, 0.00, -0.07, -0.08, 0.06, 0.00, -0.62, 0.05, 0.01, 0.01, -0.06, -0.08, 0.04, 0.01, 0.01, -0.07, -0.11, -0.01, -0.06, -0.03, -0.12, 0.06, 0.12, 0.12, 0.12, 0.14, 0.12, 0.11, 0.14, 0.12, 0.12, 0.10, 0.11, 0.12, 0.26, -0.46, -0.09, -0.13, -0.03, 0.16, 0.15, 0.15, 0.13, 0.09, 0.09], "gap_ev": [6.48, 4.47], "largest_force_ev_per_a": 0.50, "e_tot_ev": -34975.8634, "molar_mass_g_mol": 454.09, "charge": 2, "multiplicity": 2, "e_homo_ev": [-14.49, -14.49]}

3.
{"formula": "C15H18BrClN3O7Pt", "method": "ωB97M-V/def2-TZVPD", "elements": ["Pt", "O", "Cl", "O", "O", "O", "C", "C", "C", "C", "O", "H", "H", "H", "H", "H", "H", "H", "H", "H", "N", "C", "C", "N", "C", "C", "N", "H", "H", "H", "H", "H", "Br", "C", "C", "C", "C", "C", "C", "C", "O", "O", "H", "H", "H", "H"], "xyz": [[-0.024, -0.046, 0.077], [0.102, -0.690, 4.160], [0.448, 0.319, 3.195], [0.648, 1.579, 3.829], [-0.710, 0.435, 2.248], [1.612, -0.082, 2.447], [-0.257, 0.915, -3.324], [0.868, 0.027, -2.784], [1.280, -0.983, -3.856], [2.078, 0.885, -2.406], [0.402, -0.760, -1.707], [0.066, 1.461, -4.213], [-0.551, 1.639, -2.567], [-1.124, 0.299, -3.570], [1.646, -0.471, -4.748], [0.425, -1.608, -4.124], [2.070, -1.627, -3.464], [2.406, 1.475, -3.265], [2.900, 0.244, -2.077], [1.822, 1.570, -1.600], [-2.206, -3.558, 3.265], [-1.429, -3.386, 2.141], [-1.476, -2.184, 1.425], [-0.705, -1.996, 0.365], [0.088, -3.002, -0.034], [0.068, -4.198, 0.650], [-0.669, -4.398, 1.742], [-2.438, -2.709, 3.756], [-1.884, -4.301, 3.865], [-2.121, -1.372, 1.728], [0.697, -2.806, -0.904], [0.680, -5.030, 0.323], [-4.501, 6.278, -0.358], [-3.732, 4.539, -0.208], [-4.565, 3.469, 0.075], [-4.002, 2.205, 0.163], [-2.638, 2.025, -0.026], [-1.813, 3.108, -0.294], [-2.373, 4.381, -0.388], [-0.299, 3.011, -0.500], [0.243, 3.976, -1.021], [0.342, 1.992, -0.054], [-5.625, 3.621, 0.221], [-4.637, 1.358, 0.392], [-2.210, 1.032, 0.025], [-1.723, 5.217, -0.598]], "lowdin_charge": [1.16, -0.35, 0.67, -0.31, -0.48, -0.37, -0.03, -0.72, -0.05, -0.04, -0.38, 0.08, 0.06, 0.08, 0.08, 0.08, 0.08, 0.08, 0.08, 0.05, 0.13, -0.36, -0.06, -0.07, -0.10, -0.11, 0.13, 0.10, 0.09, 0.11, 0.10, 0.11, 0.68, -0.68, -0.15, -0.08, -0.04, -0.11, -0.07, -0.61, 0.04, -0.20, 0.09, 0.10, 0.06, 0.11], "gap_ev": 7.70, "largest_force_ev_per_a": 1.88, "e_tot_ev": -120456.8451, "molar_mass_g_mol": 662.76, "charge": -1, "multiplicity": 1, "e_homo_ev": -5.71}

4.
{"formula": "C15H18BrN3O5S3", "method": "ωB97M-V/def2-TZVPD", "elements": ["C", "N", "S", "O", "O", "C", "C", "C", "C", "S", "Br", "H", "H", "C", "H", "C", "O", "N", "H", "C", "H", "C", "C", "C", "C", "C", "C", "C", "H", "H", "S", "O", "O", "N", "H", "H", "H", "H", "H", "H", "H", "H", "H", "H", "H"], "xyz": [[-1.904, 0.785, 0.752], [-1.879, 0.483, -0.664], [-0.975, -0.821, -1.136], [-0.822, -0.736, -2.565], [0.204, -1.007, -0.349], [-2.081, -2.139, -0.746], [-2.151, -2.826, 0.428], [-3.186, -3.783, 0.430], [-3.873, -3.783, -0.747], [-3.272, -2.620, -1.885], [-5.318, -4.877, -1.187], [-3.411, -4.435, 1.254], [-1.481, -2.635, 1.249], [-1.961, 1.607, -1.574], [-2.830, 2.210, -1.296], [-0.709, 2.486, -1.508], [-0.674, 3.506, -0.846], [0.329, 2.032, -2.232], [0.260, 1.127, -2.679], [1.579, 2.759, -2.298], [1.440, 3.650, -1.683], [2.792, 1.947, -1.826], [2.554, 1.195, -0.544], [3.053, -0.096, -0.411], [2.714, -0.872, 0.682], [1.877, -0.342, 1.639], [1.449, 0.967, 1.579], [1.802, 1.744, 0.491], [1.441, 2.759, 0.425], [0.814, 1.349, 2.362], [1.117, -1.423, 2.811], [1.736, -2.718, 2.789], [-0.316, -1.362, 2.669], [1.464, -0.672, 4.284], [2.242, -1.117, 4.744], [0.658, -0.647, 4.887], [3.030, -1.899, 0.774], [3.664, -0.517, -1.196], [3.630, 2.640, -1.703], [3.069, 1.230, -2.601], [1.752, 3.079, -3.332], [-2.093, 1.201, -2.578], [-1.397, 1.729, 0.958], [-2.941, 0.853, 1.088], [-1.397, -0.014, 1.290]], "lowdin_charge": [-0.06, -0.27, 0.63, -0.30, -0.24, -0.60, -0.12, -0.19, -1.05, 1.03, 0.73, 0.11, 0.09, -0.10, 0.14, -0.49, 0.05, 0.08, 0.12, -0.16, 0.12, -0.12, -0.21, -0.02, -0.06, -0.32, -0.06, -0.01, 0.11, 0.12, 0.64, -0.29, -0.32, -0.06, 0.07, 0.06, 0.12, 0.12, 0.13, 0.11, 0.12, 0.12, 0.09, 0.10, 0.05], "gap_ev": 9.26, "largest_force_ev_per_a": 1.18, "smiles": "CN(CC(=O)NCCc1ccc(S(N)(=O)=O)cc1)S(=O)(=O)c1ccc(Br)s1", "e_tot_ev": -133102.6493, "molar_mass_g_mol": 496.43, "charge": 0, "multiplicity": 1, "e_homo_ev": -8.90}

5.
{"formula": "C15H18Cl9F9O6", "method": "ωB97M-V/def2-TZVPD", "elements": ["C", "C", "O", "C", "O", "C", "F", "F", "F", "H", "H", "H", "H", "H", "C", "C", "O", "C", "O", "C", "F", "F", "F", "H", "H", "H", "H", "H", "C", "C", "O", "C", "O", "C", "F", "F", "F", "H", "H", "H", "H", "H", "C", "Cl", "Cl", "Cl", "H", "C", "Cl", "Cl", "Cl", "H", "C", "Cl", "Cl", "Cl", "H"], "xyz": [[-9.177, 22.822, 17.097], [-8.681, 22.646, 15.663], [-9.323, 21.594, 14.989], [-10.474, 21.909, 14.373], [-10.856, 23.016, 14.193], [-11.251, 20.704, 13.806], [-12.502, 20.751, 14.220], [-11.226, 20.798, 12.474], [-10.627, 19.563, 14.110], [-8.882, 22.045, 17.810], [-10.266, 22.809, 17.120], [-8.716, 23.665, 17.616], [-7.598, 22.506, 15.683], [-8.731, 23.629, 15.191], [-15.547, 21.527, 5.790], [-16.043, 21.867, 7.193], [-14.897, 21.911, 8.056], [-15.115, 22.250, 9.312], [-16.192, 22.477, 9.778], [-13.798, 22.428, 10.093], [-12.737, 22.502, 9.293], [-13.869, 23.526, 10.841], [-13.636, 21.363, 10.895], [-14.603, 21.972, 5.480], [-16.379, 21.671, 5.105], [-15.258, 20.470, 5.740], [-16.866, 21.220, 7.482], [-16.398, 22.900, 7.157], [-10.936, 25.246, 19.452], [-10.292, 24.607, 20.667], [-9.305, 25.529, 21.152], [-8.739, 25.307, 22.306], [-8.967, 24.387, 23.036], [-7.642, 26.327, 22.658], [-7.135, 26.967, 21.603], [-8.266, 27.263, 23.400], [-6.639, 25.829, 23.336], [-10.316, 25.302, 18.562], [-11.219, 26.243, 19.804], [-11.899, 24.798, 19.214], [-9.861, 23.630, 20.447], [-11.082, 24.454, 21.402], [-4.932, 21.110, 14.338], [-3.457, 20.305, 14.861], [-5.711, 20.321, 12.980], [-4.516, 22.797, 13.890], [-5.633, 21.077, 15.162], [-7.979, 23.155, 10.541], [-7.414, 23.562, 12.163], [-9.491, 22.238, 10.580], [-6.713, 22.112, 9.752], [-8.098, 24.059, 9.960], [-12.467, 20.984, 19.394], [-13.315, 19.491, 19.021], [-12.782, 22.264, 18.177], [-10.769, 20.664, 19.605], [-12.862, 21.332, 20.340]], "lowdin_charge": [-0.07, -0.23, 0.04, -0.39, 0.17, -0.56, 0.20, 0.11, 0.17, 0.05, 0.03, 0.08, 0.11, 0.12, -0.07, -0.19, 0.03, -0.40, 0.17, -0.55, 0.16, 0.18, 0.16, 0.08, 0.08, 0.08, 0.13, 0.13, -0.06, -0.20, 0.05, -0.41, 0.17, -0.56, 0.17, 0.15, 0.20, 0.07, 0.09, 0.04, 0.11, 0.13, -1.54, 0.53, 0.53, 0.48, 0.00, -1.47, 0.52, 0.57, 0.47, 0.02, -1.54, 0.55, 0.55, 0.57, 0.01], "gap_ev": 11.21, "largest_force_ev_per_a": 2.58, "smiles": "CCOC(=O)C(F)(F)F.CCOC(=O)C(F)(F)F.CCOC(=O)C(F)(F)F.ClC(Cl)Cl.ClC(Cl)Cl.ClC(Cl)Cl", "e_tot_ev": -165291.1265, "molar_mass_g_mol": 784.36, "charge": 0, "multiplicity": 1, "e_homo_ev": -10.94}

6.
{"formula": "C15H18ClINO4V", "method": "ωB97M-V/def2-TZVPD", "elements": ["V", "C", "O", "C", "C", "O", "C", "C", "O", "C", "H", "H", "H", "H", "H", "H", "H", "H", "H", "H", "H", "H", "H", "H", "Cl", "C", "C", "C", "I", "C", "O", "C", "N", "C", "C", "C", "C", "H", "H", "H", "H"], "xyz": [[-0.092, 0.478, -0.416], [2.952, 0.927, -1.420], [2.096, 0.613, -0.337], [2.675, 0.875, 0.930], [1.642, 0.464, 1.989], [0.317, 0.803, 1.611], [-0.175, 2.098, 1.941], [0.215, 3.166, 0.913], [-0.064, 2.624, -0.361], [0.252, 3.483, -1.438], [3.849, 0.299, -1.394], [3.259, 1.979, -1.394], [2.387, 0.728, -2.333], [2.945, 1.940, 1.018], [3.593, 0.282, 1.058], [1.896, 0.901, 2.963], [1.630, -0.630, 2.076], [0.153, 2.395, 2.946], [-1.268, 1.982, 1.924], [1.281, 3.442, 0.991], [-0.384, 4.074, 1.085], [-0.372, 4.384, -1.413], [0.045, 2.923, -2.355], [1.308, 3.783, -1.410], [-3.716, -5.187, -0.291], [-3.200, -3.546, -0.365], [-4.130, -2.529, -0.372], [-3.743, -1.193, -0.466], [-5.161, 0.349, -0.413], [-2.399, -0.841, -0.547], [-1.927, 0.357, -0.641], [-1.445, -1.895, -0.483], [-0.158, -1.460, -0.483], [0.797, -2.378, -0.462], [0.532, -3.750, -0.414], [-0.769, -4.199, -0.371], [-1.813, -3.260, -0.413], [-5.180, -2.764, -0.306], [1.823, -2.023, -0.472], [1.355, -4.444, -0.385], [-1.004, -5.250, -0.290]], "lowdin_charge": [0.95, -0.04, -0.29, -0.15, -0.12, -0.22, -0.11, -0.15, -0.29, -0.05, 0.11, 0.10, 0.11, 0.13, 0.15, 0.15, 0.14, 0.15, 0.15, 0.13, 0.15, 0.11, 0.11, 0.10, 0.73, -0.61, -0.15, -0.62, 0.93, -0.43, -0.18, -0.13, -0.02, -0.10, -0.03, 0.00, -0.16, 0.10, 0.11, 0.11, 0.10], "gap_ev": [7.00, 6.38], "largest_force_ev_per_a": 2.68, "e_tot_ev": -71831.0394, "molar_mass_g_mol": 489.61, "charge": 1, "multiplicity": 2, "e_homo_ev": [-9.97, -9.39]}

7.
{"formula": "C15H18ClN3O2", "method": "ωB97M-V/def2-TZVPD", "elements": ["C", "H", "H", "H", "C", "C", "H", "H", "H", "C", "H", "H", "C", "N", "C", "O", "C", "N", "N", "C", "O", "C", "C", "C", "C", "C", "C", "C", "H", "H", "Cl", "H", "H", "H", "H", "H", "H", "H", "H"], "xyz": [[-3.484, -3.229, 0.437], [-3.263, -3.971, -0.327], [-2.723, -3.298, 1.210], [-4.447, -3.471, 0.881], [-3.514, -1.827, -0.169], [-4.556, -1.764, -1.282], [-4.536, -0.805, -1.795], [-4.366, -2.541, -2.019], [-5.554, -1.917, -0.875], [-3.796, -0.804, 0.937], [-4.796, -0.974, 1.339], [-3.080, -0.953, 1.748], [-3.702, 0.659, 0.491], [-2.394, 0.995, -0.022], [-1.423, 1.502, 0.760], [-1.543, 1.808, 1.926], [-0.157, 1.675, 0.000], [0.033, 1.361, -1.247], [1.299, 1.686, -1.548], [1.829, 2.182, -0.473], [0.953, 2.201, 0.548], [3.226, 2.641, -0.286], [4.126, 1.439, -0.106], [4.812, 1.230, 1.081], [5.632, 0.125, 1.235], [5.757, -0.778, 0.192], [5.070, -0.589, -0.997], [4.256, 0.520, -1.140], [3.705, 0.674, -2.055], [5.171, -1.301, -1.800], [6.781, -2.159, 0.376], [6.168, -0.036, 2.157], [4.713, 1.932, 1.896], [3.530, 3.196, -1.175], [3.270, 3.290, 0.589], [-2.149, 0.736, -0.966], [-3.878, 1.304, 1.355], [-4.445, 0.881, -0.278], [-2.527, -1.619, -0.597]], "lowdin_charge": [-0.08, 0.08, 0.08, 0.08, -0.45, -0.08, 0.07, 0.08, 0.08, -0.17, 0.12, 0.12, -0.17, 0.07, -0.43, 0.10, -0.23, 0.10, 0.11, -0.32, 0.18, -0.05, -0.22, -0.03, -0.10, -0.68, -0.09, -0.03, 0.11, 0.11, 0.67, 0.11, 0.12, 0.14, 0.13, 0.13, 0.12, 0.12, 0.13], "gap_ev": 9.76, "largest_force_ev_per_a": 1.56, "smiles": "CC(C)CCNC(=O)c1nnc(Cc2ccc(Cl)cc2)o1", "e_tot_ev": -36935.2574, "molar_mass_g_mol": 307.78, "charge": 0, "multiplicity": 1, "e_homo_ev": -9.24}

8.
{"formula": "C15H18N2O4S", "method": "ωB97M-V/def2-TZVPD", "elements": ["O", "O", "O", "O", "C", "C", "C", "C", "C", "C", "C", "C", "C", "N", "N", "C", "C", "C", "C", "C", "C", "S", "H", "H", "H", "H", "H", "H", "H", "H", "H", "H", "H", "H", "H", "H", "H", "H", "H", "H"], "xyz": [[-0.825, 2.504, -1.911], [-2.447, -3.698, 1.029], [-3.375, -2.881, -1.136], [-2.971, 0.027, -1.459], [-1.531, 1.689, -1.436], [-2.232, -0.102, -0.302], [-1.358, 0.934, -0.162], [1.869, -2.583, -1.914], [1.769, -3.136, -0.634], [0.794, -2.135, -2.583], [0.452, -3.141, -0.035], [-0.495, -2.212, -2.066], [-0.666, -2.648, -0.770], [-2.526, 1.115, -2.193], [-2.296, -1.172, 0.552], [2.105, 2.609, 1.907], [2.233, 1.189, 1.340], [0.671, 2.850, 2.422], [1.135, 0.835, 0.328], [-0.306, 2.561, 1.313], [-0.253, 1.186, 0.845], [-2.308, -2.783, -0.117], [2.788, -2.610, -2.425], [2.611, -3.520, -0.172], [0.901, -1.613, -3.555], [0.374, -3.381, 1.005], [-1.340, -2.095, -2.753], [-2.973, 1.616, -3.002], [-1.776, -1.167, 1.370], [2.764, 2.830, 2.738], [2.356, 3.410, 1.216], [3.241, 0.922, 0.880], [2.188, 0.561, 2.262], [0.435, 3.875, 2.800], [0.424, 2.060, 3.236], [1.348, 1.415, -0.600], [1.160, -0.140, 0.056], [-1.338, 2.839, 1.540], [-0.045, 3.357, 0.556], [-0.559, 0.630, 1.828]], "lowdin_charge": [0.09, -0.30, -0.28, 0.01, -0.48, -0.28, -0.02, -0.09, -0.02, -0.08, -0.01, -0.06, -0.30, 0.12, 0.01, -0.21, -0.18, -0.20, -0.14, -0.24, -0.29, 0.77, 0.10, 0.08, 0.13, 0.10, 0.13, 0.20, 0.09, 0.10, 0.11, 0.13, 0.12, 0.12, 0.13, 0.14, 0.06, 0.13, 0.14, 0.17], "gap_ev": 8.98, "largest_force_ev_per_a": 4.86, "smiles": "O=c1[nH]oc(NS(=O)(=O)c2ccccc2)c1C1CCCCC1", "e_tot_ev": -37848.6624, "molar_mass_g_mol": 322.39, "charge": 0, "multiplicity": 1, "e_homo_ev": -8.83}